2 unconnected molecules or ions with the total composition C27H27N2 at a distorted geometry, computed with ωB97M-V/def2-TZVPD.

Atoms and positions in Å:
C: -2.133 3.771 0.853
C: -2.463 2.505 1.546
C: -2.629 1.259 0.979
C: -2.938 0.362 2.010
C: -2.956 1.073 3.191
C: -3.235 0.555 4.550
N: -2.666 2.383 2.898
H: -2.035 3.613 -0.222
H: -2.914 4.516 1.017
H: -1.192 4.181 1.223
H: -2.536 1.027 -0.070
H: -3.133 -0.694 1.907
H: -3.428 -0.518 4.527
H: -2.386 0.734 5.213
H: -4.108 1.049 4.982
H: -2.613 3.145 3.577
C: -1.260 -5.329 -2.838
N: 0.013 -4.812 -2.319
C: 1.198 -5.547 -2.786
C: 0.114 -3.489 -1.798
C: -0.028 -3.222 -0.418
C: 0.139 -1.962 0.081
C: 0.441 -0.879 -0.768
C: 0.848 0.423 -0.274
C: 0.865 1.625 -1.071
C: 1.847 2.503 -0.566
C: 2.141 3.695 -1.222
C: 1.409 4.030 -2.340
C: 0.382 3.203 -2.801
C: 0.111 2.005 -2.186
C: 2.392 1.906 0.629
C: 1.738 0.669 0.837
C: 2.094 -0.108 1.945
C: 3.070 0.342 2.799
C: 3.731 1.548 2.565
C: 3.400 2.336 1.486
C: 0.522 -1.142 -2.153
C: 0.385 -2.403 -2.652
H: -2.078 -4.653 -2.592
H: -1.210 -5.429 -3.922
H: -1.465 -6.304 -2.400
H: 2.114 -5.041 -2.482
H: 1.197 -6.548 -2.358
H: 1.193 -5.629 -3.872
H: -0.246 -4.037 0.250
H: 0.024 -1.780 1.134
H: 2.923 4.331 -0.846
H: 1.624 4.952 -2.854
H: -0.215 3.511 -3.642
H: -0.687 1.368 -2.520
H: 1.608 -1.046 2.124
H: 3.332 -0.250 3.659
H: 4.516 1.866 3.231
H: 3.908 3.264 1.285
H: 0.779 -0.339 -2.820
H: 0.500 -2.587 -3.707

HOMO energy ... -9.80 eV
Energy relative to the best compared isomer or geometry (same formula, charge and spin) ... 28.5 kcal/mol
Net charge ... +1
LUMO level ... -5.76 eV
Orbital gap ... 4.040 eV
Multiplicity ... 1

A molecular structure, C27H27N3O11P2SeW at a distorted geometry, computed with ωB97M-V/def2-TZVPD.

Atoms and positions in Å:
W: 0.152 0.275 0.861
O: -2.597 0.522 3.866
P: -1.995 1.400 2.687
O: -2.406 2.792 2.728
O: -0.561 0.940 2.555
O: -2.760 0.607 1.397
P: -2.112 1.017 0.005
O: -3.293 1.397 -0.948
O: -1.138 2.100 0.309
O: -1.351 -0.208 -0.435
H: -3.414 0.911 4.173
H: -3.224 2.279 -1.314
N: 0.548 -1.298 3.988
C: 1.720 -0.818 3.461
C: 2.846 -0.790 4.281
C: 4.064 -0.375 3.782
C: 4.130 -0.034 2.412
C: 3.004 -0.071 1.652
N: 1.749 -0.419 2.139
C: -0.644 -1.649 3.415
C: -1.591 -2.246 4.253
C: -2.774 -2.728 3.747
C: -2.965 -2.622 2.356
C: -2.020 -2.010 1.590
N: -0.852 -1.460 2.059
H: 0.603 -1.513 4.974
H: 2.745 -1.109 5.309
H: 4.942 -0.331 4.402
H: 5.071 0.242 1.966
H: 3.051 0.142 0.576
H: -1.362 -2.339 5.306
H: -3.519 -3.191 4.373
H: -3.842 -3.042 1.895
H: -2.145 -1.959 0.516
C: -2.728 -3.953 -4.739
C: -1.804 -3.436 -3.680
C: -1.749 -4.035 -2.431
C: -0.881 -3.591 -1.443
C: -0.804 -4.361 -0.163
C: -0.058 -2.493 -1.705
Se: 1.080 -1.720 -0.241
C: -0.052 -1.912 -2.976
C: 0.901 -0.816 -3.327
C: -0.928 -2.394 -3.938
H: -3.675 -4.272 -4.310
H: -2.277 -4.814 -5.230
H: -2.916 -3.201 -5.501
H: -2.389 -4.880 -2.222
H: -1.755 -4.832 0.068
H: -0.493 -3.729 0.660
H: -0.048 -5.135 -0.265
H: 0.737 0.046 -2.682
H: 0.789 -0.513 -4.366
H: 1.912 -1.177 -3.150
H: -0.914 -1.949 -4.923
O: 0.826 1.058 -0.769
C: 1.245 2.130 -0.093
O: 1.280 1.847 1.196
C: 1.569 3.357 -0.688
C: 2.099 4.417 0.091
C: 2.380 5.651 -0.459
C: 2.133 5.826 -1.807
O: 2.296 6.953 -2.585
C: 1.910 6.577 -3.886
O: 1.443 5.247 -3.881
C: 1.615 4.788 -2.594
C: 1.333 3.557 -2.083
H: 2.264 4.229 1.139
H: 2.770 6.459 0.139
H: 2.773 6.653 -4.572
H: 1.109 7.247 -4.235
H: 0.942 2.755 -2.686

HOMO energy (alpha / beta) ... -6.15 / -6.15 eV
Energy relative to the best compared isomer or geometry (same formula, charge and spin) ... 0.0 kcal/mol
LUMO level (alpha / beta) ... -0.33 / -0.33 eV
Orbital gap (alpha / beta) ... 5.822 / 5.821 eV
Multiplicity ... 1

A molecular structure, C27H27N6O7S3Ta at a distorted geometry, computed with ωB97M-V/def2-TZVPD.

Atoms and positions in Å:
Ta: 0.270 -0.531 -0.458
C: -4.953 0.852 -3.213
C: -3.582 1.496 -3.352
N: -3.105 2.096 -2.082
C: -3.631 3.454 -1.752
C: -4.812 3.401 -0.798
C: -2.333 1.474 -1.237
S: -1.915 -0.224 -1.563
N: -2.027 2.103 -0.072
C: -0.934 1.938 0.564
O: 0.123 1.314 -0.060
C: -0.732 2.314 1.953
C: -1.796 2.863 2.674
C: -1.631 3.147 4.016
C: -0.413 2.887 4.637
C: 0.650 2.350 3.922
C: 0.494 2.068 2.578
H: -5.157 0.253 -4.100
H: -5.743 1.595 -3.125
H: -4.996 0.193 -2.344
H: -3.597 2.308 -4.076
H: -2.841 0.776 -3.688
H: -3.912 3.899 -2.704
H: -2.815 4.038 -1.337
H: -5.650 2.852 -1.223
H: -5.143 4.418 -0.594
H: -4.534 2.936 0.147
H: -2.737 3.059 2.179
H: -2.448 3.572 4.581
H: -0.291 3.113 5.688
H: 1.595 2.158 4.411
H: 1.326 1.667 2.016
O: 1.548 -2.868 -5.864
C: 1.796 -1.562 -5.848
O: 2.139 -0.947 -6.813
C: 1.657 -0.829 -4.546
C: 2.019 0.506 -4.428
N: 1.775 0.888 -3.170
N: 1.272 -0.118 -2.444
C: 1.204 -1.168 -3.280
C: 0.717 -2.439 -2.678
O: 0.759 -3.510 -3.195
O: 0.278 -2.202 -1.419
H: 1.284 -3.209 -4.988
H: 2.417 1.175 -5.175
H: 1.955 1.788 -2.748
O: 2.842 -2.560 4.179
C: 1.560 -2.281 4.469
C: 1.155 -2.442 5.793
C: -0.144 -2.172 6.159
C: -1.087 -1.727 5.222
C: -0.698 -1.563 3.918
C: 0.628 -1.834 3.520
C: 1.010 -1.628 2.149
O: 0.058 -1.073 1.315
N: 2.170 -1.820 1.648
N: 2.307 -1.344 0.305
C: 3.342 -1.932 -0.251
S: 4.216 -3.166 0.576
C: 5.315 -3.547 -0.813
C: 5.575 -2.269 -1.579
S: 3.981 -1.425 -1.778
H: 3.010 -2.387 3.238
H: 1.886 -2.789 6.510
H: -0.440 -2.310 7.191
H: -2.105 -1.524 5.521
H: -1.409 -1.224 3.178
H: 4.832 -4.299 -1.436
H: 6.233 -3.961 -0.400
H: 5.963 -2.467 -2.577
H: 6.249 -1.598 -1.050

HOMO energy ... -13.29 eV
Energy relative to the best compared isomer or geometry (same formula, charge and spin) ... 13.3 kcal/mol
Net charge ... +2
LUMO level ... -7.23 eV
Orbital gap ... 6.053 eV
Multiplicity ... 1

4 unconnected molecules or ions with the total composition C27H28BF6O6 at a distorted geometry, computed with ωB97M-V/def2-TZVPD.

Atoms and positions in Å:
C: 5.741 -3.393 0.577
C: 6.036 -2.734 -0.730
O: 5.487 -3.059 -1.761
O: 7.028 -1.777 -0.699
C: 6.737 -0.517 -1.273
O: 7.011 -0.314 -2.436
C: 6.216 0.532 -0.343
C: 4.801 1.023 -0.734
C: 3.879 1.282 0.530
O: 2.712 0.564 0.287
B: 3.254 -0.542 -0.533
C: 2.272 -1.731 -1.063
C: 0.793 -1.378 -1.198
O: 0.551 -0.030 -1.500
C: -0.028 -1.745 0.006
F: 0.120 -3.040 0.334
F: 0.256 -1.002 1.077
F: -1.359 -1.585 -0.234
O: 4.100 0.160 -1.537
H: 6.658 -3.514 1.144
H: 5.060 -2.779 1.147
H: 5.287 -4.346 0.370
H: 6.188 0.102 0.650
H: 6.923 1.347 -0.339
H: 4.967 1.983 -1.224
H: 3.726 2.359 0.573
H: 4.309 0.896 1.452
H: 4.091 -1.101 0.240
H: 2.615 -2.001 -2.057
H: 2.394 -2.614 -0.454
H: 0.377 -1.991 -2.000
H: 0.753 0.118 -2.420
F: -5.030 -0.031 -3.282
C: -5.253 -0.905 -2.280
C: -6.481 -1.532 -2.202
C: -6.707 -2.433 -1.171
C: -5.714 -2.687 -0.234
C: -4.489 -2.041 -0.330
C: -4.251 -1.146 -1.362
H: -7.243 -1.315 -2.939
H: -7.661 -2.938 -1.100
H: -5.895 -3.387 0.571
H: -3.715 -2.232 0.398
H: -3.299 -0.640 -1.454
F: -5.881 1.279 5.255
C: -4.942 0.781 4.418
C: -3.734 0.365 4.939
C: -2.775 -0.147 4.077
C: -3.031 -0.231 2.716
C: -4.253 0.196 2.214
C: -5.221 0.706 3.068
H: -3.552 0.445 6.003
H: -1.824 -0.480 4.469
H: -2.278 -0.625 2.047
H: -4.451 0.139 1.155
H: -6.181 1.039 2.697
F: -0.593 6.662 -1.806
C: -0.511 5.353 -1.457
C: -1.654 4.582 -1.484
C: -1.563 3.242 -1.129
C: -0.343 2.698 -0.749
C: 0.792 3.495 -0.728
C: 0.714 4.833 -1.088
H: -2.596 5.028 -1.777
H: -2.449 2.620 -1.152
H: -0.268 1.658 -0.473
H: 1.740 3.063 -0.430
H: 1.589 5.470 -1.086

HOMO energy ... -5.02 eV
Energy relative to the best compared isomer or geometry (same formula, charge and spin) ... 0.0 kcal/mol
Net charge ... -1
LUMO level ... 2.38 eV
Orbital gap ... 7.401 eV
Multiplicity ... 1

A molecular structure, C27H28Br2CrN4O5 at a distorted geometry, computed with ωB97M-V/def2-TZVPD.

Atoms and positions in Å:
Cr: -1.107 1.489 -0.538
C: 2.674 -3.426 3.579
O: 2.830 -3.238 2.186
C: 1.726 -3.587 1.431
C: 1.318 -4.899 1.244
C: 0.237 -5.171 0.423
C: -0.425 -4.140 -0.222
C: -0.016 -2.829 -0.058
C: 1.054 -2.545 0.776
N: 1.589 -1.261 0.946
C: 1.062 -0.069 0.556
N: 1.946 0.821 0.077
C: 1.753 2.146 -0.328
C: 0.498 2.651 -0.645
C: 0.424 3.973 -1.066
C: 1.552 4.765 -1.162
C: 2.799 4.255 -0.833
C: 2.917 2.937 -0.422
O: 4.080 2.318 -0.069
C: 5.288 3.042 -0.183
N: -0.219 0.245 0.659
C: -1.080 -0.502 1.472
C: -0.732 -0.976 2.736
C: -1.636 -1.706 3.486
C: -2.900 -1.972 2.990
C: -3.286 -1.465 1.759
C: -2.396 -0.710 1.015
O: -2.723 -0.086 -0.174
C: -3.787 -0.617 -0.949
H: 3.609 -3.103 4.033
H: 2.485 -4.471 3.839
H: 1.851 -2.810 3.961
H: 1.859 -5.704 1.720
H: -0.072 -6.193 0.268
H: -1.250 -4.363 -0.878
H: -0.484 -2.035 -0.617
H: 2.577 -1.294 1.174
H: 2.914 0.527 -0.003
H: -0.540 4.381 -1.342
H: 1.471 5.787 -1.496
H: 3.665 4.889 -0.918
H: 5.471 3.352 -1.215
H: 6.073 2.357 0.135
H: 5.296 3.922 0.464
H: 0.245 -0.758 3.141
H: -1.343 -2.065 4.460
H: -3.593 -2.567 3.565
H: -4.283 -1.645 1.390
H: -4.754 -0.456 -0.466
H: -3.633 -1.681 -1.146
H: -3.782 -0.064 -1.889
Br: -2.001 2.843 1.528
C: -3.836 3.549 1.193
Br: -4.588 2.706 -0.346
H: -3.753 4.618 1.018
H: -4.453 3.324 2.061
O: -2.028 2.363 -2.307
C: -1.411 1.516 -2.972
C: -1.335 1.294 -4.455
C: -0.376 0.103 -4.551
C: 0.028 -0.199 -3.104
O: 0.820 -1.019 -2.715
N: -0.668 0.652 -2.283
H: -0.966 2.190 -4.955
H: -2.322 1.078 -4.864
H: 0.519 0.312 -5.136
H: -0.852 -0.781 -4.977

HOMO energy (alpha / beta) ... -10.60 / -10.59 eV
Energy relative to the best compared isomer or geometry (same formula, charge and spin) ... 0.0 kcal/mol
Net charge ... +1
LUMO level (alpha / beta) ... -3.56 / -3.09 eV
Orbital gap (alpha / beta) ... 7.037 / 7.508 eV
Expectation value of S² ... 0.760
Multiplicity ... 2

5 unconnected molecules or ions with the total composition C27H28FN4O8P at a distorted geometry, computed with ωB97M-V/def2-TZVPD.

Atoms and positions in Å:
O: -0.532 -0.920 1.498
N: -0.679 0.161 2.032
O: -1.365 0.345 3.019
C: 0.031 1.317 1.466
C: 0.795 1.136 0.329
C: 1.452 2.228 -0.212
C: 1.340 3.474 0.393
C: 0.575 3.629 1.542
C: -0.090 2.544 2.088
H: 0.880 0.160 -0.126
H: 2.052 2.105 -1.103
H: 1.854 4.326 -0.031
H: 0.496 4.598 2.015
H: -0.686 2.649 2.981
O: 2.877 -0.399 -3.375
N: 2.470 -1.427 -3.880
O: 3.143 -2.172 -4.563
C: 1.060 -1.789 -3.655
C: 0.263 -0.929 -2.923
C: -1.068 -1.253 -2.730
C: -1.580 -2.425 -3.268
C: -0.759 -3.282 -3.988
C: 0.575 -2.967 -4.189
H: 0.674 -0.016 -2.519
H: -1.707 -0.587 -2.168
H: -2.623 -2.673 -3.126
H: -1.159 -4.198 -4.400
H: 1.225 -3.621 -4.751
O: -2.332 -0.454 -5.392
N: -2.622 -0.198 -6.545
O: -3.718 0.163 -6.921
C: -1.558 -0.344 -7.553
C: -0.314 -0.782 -7.140
C: 0.685 -0.934 -8.087
C: 0.427 -0.645 -9.420
C: -0.829 -0.200 -9.811
C: -1.837 -0.047 -8.873
H: -0.133 -1.001 -6.098
H: 1.663 -1.278 -7.782
H: 1.208 -0.767 -10.158
H: -1.027 0.027 -10.849
H: -2.819 0.296 -9.160
O: 0.566 4.495 6.531
N: 0.118 3.455 6.093
O: 0.735 2.682 5.386
C: -1.276 3.112 6.429
C: -2.017 3.996 7.189
C: -3.333 3.675 7.479
C: -3.881 2.488 7.010
C: -3.115 1.613 6.253
C: -1.797 1.923 5.959
H: -1.576 4.915 7.544
H: -3.931 4.355 8.069
H: -4.911 2.245 7.235
H: -3.538 0.688 5.889
H: -1.194 1.249 5.370
C: 3.911 -2.047 3.990
C: 3.072 -3.322 3.966
C: 1.905 -3.218 4.927
F: 1.531 -4.499 5.347
P: 0.368 -2.395 4.332
H: 4.343 -1.903 4.980
H: 4.704 -2.087 3.248
H: 3.283 -1.182 3.772
H: 3.693 -4.158 4.292
H: 2.736 -3.530 2.951
H: 2.229 -2.669 5.814
H: 0.705 -1.038 4.410
H: 0.362 -2.694 2.969

HOMO energy ... -8.83 eV
Energy relative to the best compared isomer or geometry (same formula, charge and spin) ... 0.0 kcal/mol
LUMO level ... -0.62 eV
SMILES ... O=[N+]([O-])c1ccccc1.O=[N+]([O-])c1ccccc1.O=[N+]([O-])c1ccccc1.O=[N+]([O-])c1ccccc1.CC[C@H](F)P
Orbital gap ... 8.210 eV
Multiplicity ... 1